Entry 1:
Formula: C19H21F3N2O2S
Source: the OMol25 dataset
Level of theory: ωB97M-V/def2-TZVPD

The geometry in XYZ format:
```
48
C19H21F3N2O2S, DFT ωB97M-V/def2-TZVPD
S -3.050 0.183 3.890
F 7.845 1.451 0.903
F 7.316 3.513 0.358
F 7.604 3.036 2.453
O -0.599 -1.476 -1.910
O -1.181 0.593 -2.365
N -3.317 -0.539 1.411
N -1.358 0.749 1.914
C 3.786 1.198 0.006
C 1.378 1.867 0.648
C -2.538 0.166 2.353
C -2.885 -0.833 0.147
C 3.415 2.820 1.743
C 4.778 2.953 1.974
C -2.928 -3.325 -0.585
C 0.021 -1.817 -3.144
C 5.155 1.276 0.252
C -0.946 0.912 0.510
C -3.958 -1.414 -2.113
C -5.093 -2.124 -0.141
C 0.610 0.672 0.546
C 2.856 1.920 0.803
C 7.177 2.569 1.292
C -3.693 -1.897 -0.667
C 5.698 2.188 1.305
C -1.184 -0.360 -1.655
C -1.744 -0.168 -0.280
H -0.295 -2.812 -3.362
H 4.988 3.799 2.655
H -4.802 -2.004 -2.483
H 5.810 0.577 -0.210
H 3.487 0.623 -0.849
H -4.290 -0.350 -2.080
H -1.173 1.937 0.095
H 1.223 -0.245 0.547
H 1.130 -1.852 -3.058
H -2.739 -3.377 0.477
H -0.327 -1.230 -3.969
H -3.948 -1.220 1.838
H -5.484 -1.136 -0.245
H 2.709 3.522 2.277
H -5.133 -2.352 0.944
H -2.013 -3.322 -1.133
H -3.189 -1.606 -2.818
H -3.542 -4.233 -0.898
H -5.697 -2.874 -0.706
H 0.974 2.863 0.696
H -0.856 1.179 2.634
```

Summary:
Structure (SMILES) ... COC(=O)C1=C(C(C)(C)C)NC(=S)N[C@H]1/C=C/c1ccc(C(F)(F)F)cc1
E_HOMO ... -0.301 hartree
HOMO-LUMO gap ... 8.23 eV

These are the natural (NBO) partial charges, in e, on atoms 1 to 6: number 1, S, carries -0.18; number 2, F, carries -0.33; number 3, F, carries -0.32; number 4, F, carries -0.30; number 5, O, carries -0.50; number 6, O, carries -0.60


Entry 2:
Formula: C19H21FN2O2S
Source: the OMol25 dataset
Level of theory: ωB97M-V/def2-TZVPD

The geometry in XYZ format:
```
46
C19H21FN2O2S, DFT ωB97M-V/def2-TZVPD
S -5.127 2.529 -2.462
F 1.900 1.585 3.586
O 1.104 0.166 -3.130
O -1.839 -1.464 -1.793
N 2.307 -0.232 1.386
N 0.813 -0.448 -0.983
C 2.129 -1.039 -0.898
C 2.976 -0.252 0.102
C -2.442 2.579 -2.478
C -2.102 -0.145 -2.015
C 0.400 0.122 -2.137
C 1.010 0.398 1.303
C 3.041 -0.259 2.558
C 3.539 0.484 4.830
C -3.548 1.749 -2.338
C -0.985 0.692 -2.142
C 4.528 -0.474 4.955
C -6.319 1.164 -2.326
C -2.911 -2.373 -1.740
C -1.173 2.043 -2.391
C 4.780 -1.321 3.888
C 2.825 0.588 3.652
C -3.381 0.389 -2.112
C 0.146 -0.371 0.291
C 4.049 -1.220 2.723
H 5.093 -0.554 5.869
H -0.307 2.675 -2.517
H 3.964 -0.699 0.197
H -3.490 -2.368 -2.669
H -2.589 3.632 -2.661
H -7.297 1.623 -2.435
H -6.159 0.449 -3.127
H -4.239 -0.254 -2.015
H -6.242 0.694 -1.350
H 5.546 -2.077 3.968
H 2.033 -2.079 -0.568
H -0.025 -1.388 0.662
H 0.514 0.360 2.272
H -2.456 -3.353 -1.608
H 3.097 0.777 -0.273
H 1.089 1.449 0.985
H 2.574 -1.006 -1.894
H 3.317 1.174 5.628
H -0.813 0.135 0.182
H 4.243 -1.911 1.917
H -3.574 -2.167 -0.893
```

Summary:
Structure (SMILES) ... COc1cc(SC)ccc1C(=O)N1CCN(c2ccccc2F)CC1
E_HOMO ... -0.291 hartree
HOMO-LUMO gap ... 8.48 eV

These are the natural (NBO) partial charges, in e, on atoms 1 to 6: number 1, S, carries 0.27; number 2, F, carries -0.34; number 3, O, carries -0.62; number 4, O, carries -0.51; number 5, N, carries -0.45; number 6, N, carries -0.43


Entry 3:
Formula: C19H21N2O5Pd
Source: the OMol25 dataset
Level of theory: ωB97M-V/def2-TZVPD

The geometry in XYZ format:
```
48
C19H21N2O5Pd, DFT ωB97M-V/def2-TZVPD
Pd 1.181 -0.886 0.079
O 3.859 1.788 1.499
O 2.961 0.084 0.377
O -1.410 3.567 4.774
O 2.189 -3.803 0.605
O 0.737 4.279 4.696
N 0.702 0.248 1.787
N -2.480 1.121 -0.763
C -1.442 -0.527 -3.367
C -0.983 -0.441 -2.050
C 3.500 -3.263 0.488
C -0.201 3.495 4.481
C 0.145 2.329 3.527
C 1.285 -0.587 -2.894
C 2.928 1.054 1.260
C -0.559 -0.622 -4.434
C 1.619 1.201 2.011
C 0.393 -0.508 -1.837
C 1.376 2.245 2.881
C -1.440 2.124 -0.604
C -0.779 1.321 3.294
C -1.976 -0.237 -0.924
C -0.208 -3.568 0.750
C 1.138 -2.942 0.695
C -0.470 0.293 2.426
C 0.808 -0.642 -4.199
C -3.434 1.523 -1.774
H -2.839 -0.891 -1.078
H -0.938 -0.677 -5.447
H 2.354 -0.614 -2.710
H 3.495 -2.178 0.407
H -0.101 -4.610 1.067
H -0.975 2.405 -1.562
H 1.506 -0.703 -5.026
H -1.738 1.373 3.793
H -2.511 -0.524 -3.555
H -0.727 -3.565 -0.221
H -1.162 -0.516 2.224
H -1.516 -0.534 0.020
H 4.073 -3.539 1.374
H -3.895 2.466 -1.474
H 2.138 2.991 3.058
H -0.861 -3.060 1.465
H -2.981 1.676 -2.767
H -0.654 1.755 0.050
H -1.862 3.019 -0.146
H -4.223 0.774 -1.864
H 3.972 -3.695 -0.395
```

Summary:
Net charge ... -1
Spin multiplicity ... 5
Expectation value of S² ... 6.0113
E_HOMO (alpha / beta) ... -0.149 / -0.199 hartree
HOMO-LUMO gap (alpha / beta) ... 6.57 / 6.06 eV

These are the natural (NBO) partial charges, in e, on atoms 1 to 6: number 1, Pd, carries 1.05; number 2, O, carries -0.60; number 3, O, carries -0.74; number 4, O, carries -0.75; number 5, O, carries -0.54; number 6, O, carries -0.73


Entry 4:
Formula: C19H21N3O5
Source: the OMol25 dataset
Level of theory: ωB97M-V/def2-TZVPD

The geometry in XYZ format:
```
48
C19H21N3O5, DFT ωB97M-V/def2-TZVPD
O 3.476 3.497 2.173
O -1.457 -3.129 -0.037
O -0.593 0.213 -0.872
O -5.462 -4.176 -2.822
O -5.949 -6.212 -2.343
N 2.598 3.270 0.103
N 0.247 -1.300 0.623
N -5.273 -5.214 -2.224
C 1.328 -0.620 1.200
C 2.700 4.662 -0.261
C 1.539 6.858 -0.529
C 1.334 5.363 -0.302
C 3.249 -0.699 2.642
C -1.658 -1.914 -0.729
C 1.566 0.727 0.957
C 2.657 1.355 1.545
C -2.046 -5.340 0.442
C -4.162 -5.263 -1.303
C 2.176 -1.332 2.045
C 2.944 2.808 1.324
C -2.842 -6.456 0.280
C 3.491 0.641 2.398
C -0.603 -0.872 -0.334
C -3.913 -6.430 -0.598
C -3.374 -4.127 -1.155
C -2.303 -4.165 -0.273
C 0.442 4.774 -1.394
H 3.188 4.744 -1.238
H 2.153 2.650 -0.555
H 4.319 1.154 2.862
H -4.551 -7.287 -0.744
H 0.929 4.852 -2.364
H -1.588 -2.058 -1.815
H -2.628 -7.351 0.841
H 3.898 -1.254 3.302
H -2.643 -1.486 -0.502
H 0.851 5.215 0.669
H 2.029 7.033 -1.484
H 1.986 -2.379 2.235
H 2.155 7.285 0.259
H -0.499 5.317 -1.441
H 0.877 1.269 0.332
H 0.582 7.376 -0.534
H -1.210 -5.352 1.124
H 3.333 5.133 0.495
H 0.113 -2.254 0.936
H -3.623 -3.253 -1.734
H 0.213 3.728 -1.202
```

Summary:
Structure (SMILES) ... CC(C)CNC(=O)c1cccc(NC(=O)COc2cccc([N+](=O)[O-])c2)c1
E_HOMO ... -0.329 hartree
HOMO-LUMO gap ... 8.14 eV

These are the natural (NBO) partial charges, in e, on atoms 1 to 6: number 1, O, carries -0.62; number 2, O, carries -0.51; number 3, O, carries -0.61; number 4, O, carries -0.38; number 5, O, carries -0.37; number 6, N, carries -0.60


Entry 5:
Formula: C19H21N5O2Ti
Source: the OMol25 dataset
Level of theory: ωB97M-V/def2-TZVPD

The geometry in XYZ format:
```
48
C19H21N5O2Ti, DFT ωB97M-V/def2-TZVPD
Ti 0.395 -0.128 -2.994
O 1.416 -3.450 1.975
O 3.174 0.394 1.652
N -1.711 -2.370 0.948
N -0.442 0.522 3.306
N 2.978 -1.717 0.568
N 0.936 2.162 1.056
N -1.669 -1.411 3.621
C -2.640 -2.328 0.275
C 2.374 -0.019 2.321
C -2.677 0.772 4.193
C -0.207 1.791 3.585
C -1.573 -0.047 3.705
C 0.970 1.181 -4.312
C -2.473 2.135 4.361
C -0.554 -1.182 -4.322
C 0.903 3.113 0.348
C -1.209 2.666 4.034
C -1.196 0.063 -4.129
C -0.433 1.243 -4.132
C 0.812 4.470 -0.156
C 4.741 -2.916 -0.892
C -3.965 -2.385 -0.352
C 1.603 -0.060 -4.564
C 3.774 -2.172 -0.173
C 0.838 -1.238 -4.568
C 1.038 -2.412 2.288
H -4.434 -3.262 0.071
H -4.550 -1.509 -0.074
H 5.513 -3.228 -0.190
H -2.225 0.080 -3.791
H -1.127 -2.085 -4.250
H -3.992 -2.455 -1.441
H 4.260 -3.778 -1.351
H 0.834 2.097 3.444
H -1.178 -1.665 2.727
H 5.167 -2.312 -1.682
H -3.615 0.246 4.475
H -2.612 -1.698 3.386
H 1.328 -2.202 -4.578
H -3.267 2.764 4.789
H -0.240 4.712 -0.325
H 1.352 4.653 -1.087
H 2.689 -0.120 -4.527
H -0.992 3.718 4.164
H 1.554 2.076 -4.201
H 1.218 5.116 0.620
H -0.888 2.175 -3.822
```

Summary:
Net charge ... +4
E_HOMO (alpha / beta) ... -0.743 / -0.743 hartree
HOMO-LUMO gap (alpha / beta) ... 3.27 / 3.27 eV

These are the natural (NBO) partial charges, in e, on atoms 1 to 6: number 1, Ti, carries 1.54; number 2, O, carries -0.46; number 3, O, carries -0.48; number 4, N, carries -0.44; number 5, N, carries -0.36; number 6, N, carries -0.46


Entry 6:
Formula: C19H21N5O3
Source: the OMol25 dataset
Level of theory: ωB97M-V/def2-TZVPD

The geometry in XYZ format:
```
48
C19H21N5O3, DFT ωB97M-V/def2-TZVPD
O -0.302 -2.585 1.618
O -7.002 0.607 -0.083
O -5.200 1.862 -0.380
N 1.535 0.316 -2.438
N -1.712 -2.542 1.496
N 3.741 0.465 -2.243
N 2.066 0.096 0.511
N -1.008 -0.397 1.232
C -3.356 -0.899 1.236
C -4.820 0.757 0.256
C 2.636 -0.135 -1.756
C 2.617 -0.852 -0.446
C 2.092 1.104 -3.462
C -6.668 1.834 -0.705
C 1.440 -0.628 1.700
C 3.415 1.147 -3.366
C -5.757 -1.214 1.125
C 4.216 0.605 1.568
C 0.104 0.394 -2.007
C -2.019 -1.290 1.345
C -5.904 -0.010 0.514
C -3.548 0.346 0.582
C 0.023 -1.161 1.479
C 3.967 -1.354 -0.049
C 4.905 -0.282 0.437
C -4.520 -1.617 1.637
C 2.873 1.229 1.094
H 1.996 -1.517 2.063
H 3.975 -0.059 2.393
H 5.223 0.391 -0.314
H -2.723 1.015 0.267
H 1.544 1.726 -4.064
H -6.866 2.072 -1.784
H 4.894 1.322 2.063
H 2.077 -1.790 -0.491
H -4.393 -2.467 2.295
H -0.392 0.953 -2.800
H 2.425 1.779 1.935
H 4.089 1.740 -3.911
H 3.193 1.995 0.349
H 1.379 0.138 2.502
H 5.838 -0.651 0.728
H -7.161 2.661 -0.181
H 4.343 -1.771 -0.947
H -6.599 -1.837 1.274
H 3.874 -2.050 0.737
H -0.390 -0.564 -1.780
H -0.140 1.116 -1.227
```

Summary:
E_HOMO ... -0.304 hartree
HOMO-LUMO gap ... 8.75 eV

These are the natural (NBO) partial charges, in e, on atoms 1 to 6: number 1, O, carries -0.31; number 2, O, carries -0.51; number 3, O, carries -0.50; number 4, N, carries -0.34; number 5, N, carries -0.13; number 6, N, carries -0.49


Entry 7:
Formula: C19H21N5O3
Source: the OMol25 dataset
Level of theory: ωB97M-V/def2-TZVPD

The geometry in XYZ format:
```
48
C19H21N5O3, DFT ωB97M-V/def2-TZVPD
O -2.704 1.252 -1.820
O -5.017 -1.099 0.840
O -0.901 1.046 2.623
N 1.677 0.429 1.224
N -1.742 -0.731 1.491
N -1.680 -1.751 0.626
N 2.487 -0.202 0.376
N -4.047 0.862 0.348
C 5.778 1.094 1.352
C 5.750 0.809 -1.030
C 4.445 0.354 -0.969
C 4.476 0.636 1.426
C 0.511 -0.190 1.136
C -4.127 -0.297 1.037
C -2.120 1.899 -0.711
C -4.904 1.043 -0.808
C 0.580 -1.265 0.206
C 6.421 1.171 0.126
C -4.059 1.598 -1.974
C -0.660 -3.190 -0.964
C -0.601 -2.041 -0.014
C -0.717 0.130 1.837
C -3.083 1.925 0.494
C 2.593 -2.161 -1.193
C 1.890 -1.242 -0.264
C 3.815 0.250 0.265
C -3.052 -0.565 2.095
H 3.663 -2.165 -0.994
H -2.983 0.238 2.831
H 6.292 1.390 2.253
H 6.241 0.889 -1.988
H -5.724 1.731 -0.568
H 2.208 -3.170 -1.069
H -5.325 0.066 -1.050
H -4.159 2.692 -2.039
H 3.915 0.109 -1.876
H -0.328 -2.881 -1.953
H -1.685 -3.546 -1.020
H -1.213 1.336 -0.484
H 7.439 1.524 0.071
H -4.377 1.161 -2.922
H -0.021 -4.002 -0.620
H -2.527 1.854 1.426
H -3.639 2.870 0.505
H 2.432 -1.868 -2.231
H -3.335 -1.499 2.588
H 3.953 0.578 2.367
H -1.833 2.928 -0.978
```

Summary:
Structure (SMILES) ... Cc1nn(CC(=O)N2CCOCC2)c(=O)c2nn(-c3ccccc3)c(C)c12
E_HOMO ... -0.311 hartree
HOMO-LUMO gap ... 8.76 eV

These are the natural (NBO) partial charges, in e, on atoms 1 to 6: number 1, O, carries -0.52; number 2, O, carries -0.62; number 3, O, carries -0.62; number 4, N, carries -0.22; number 5, N, carries -0.24; number 6, N, carries -0.23


Entry 8:
Formula: C19H21NO
Source: the OMol25 dataset
Level of theory: ωB97M-V/def2-TZVPD

The geometry in XYZ format:
```
42
C19H21NO, DFT ωB97M-V/def2-TZVPD
O 2.019 0.235 -0.482
N -0.173 0.786 -0.391
C 1.007 1.169 -2.455
C 1.194 0.245 2.946
C -0.340 -1.682 2.477
C -3.179 -1.621 -2.428
C -2.029 -2.334 -2.136
C 2.069 0.908 3.800
C -1.841 0.123 -3.386
C 1.024 0.677 -1.014
C -3.082 -0.391 -3.057
C 2.333 2.255 3.651
C -0.678 -0.581 -3.090
C 0.954 -1.226 3.140
C 0.579 0.958 1.922
C 0.836 2.318 1.789
C -0.338 -1.221 1.027
C -0.400 0.308 0.967
C 0.668 0.007 -3.404
C -0.788 -1.815 -2.464
C 1.709 2.966 2.640
H -1.198 -1.252 3.000
H 3.019 2.751 4.322
H 1.794 -1.771 2.697
H 1.439 -0.759 -3.307
H 0.585 -1.545 0.545
H 0.281 1.975 -2.572
H -1.771 1.080 -3.885
H -1.184 -1.638 0.476
H 0.680 0.380 -4.432
H -0.982 1.020 -0.942
H 0.348 2.871 0.999
H -0.423 -2.769 2.527
H 2.001 1.547 -2.694
H 2.550 0.351 4.591
H 0.107 -2.373 -2.228
H -2.098 -3.297 -1.653
H -1.411 0.637 1.244
H -3.976 0.168 -3.294
H -4.148 -2.023 -2.171
H 1.902 4.022 2.516
H 0.940 -1.458 4.208
```

Summary:
Structure (SMILES) ... O=C(CCc1ccccc1)N[C@H]1CCCc2ccccc21
E_HOMO ... -0.314 hartree
HOMO-LUMO gap ... 9.29 eV

These are the natural (NBO) partial charges, in e, on atoms 1 to 6: number 1, O, carries -0.62; number 2, N, carries -0.63; number 3, C, carries -0.48; number 4, C, carries -0.01; number 5, C, carries -0.39; number 6, C, carries -0.23


Max |F|, respectively: 0.102; 0.012; 0.022; 0.027; 0.261; 0.090; 0.025; 0.014 hartree/bohr.